# 1
Below is a cluster of 2 separate species, C3H11N3 in total in a non-equilibrium geometry, with properties calculated with ωB97M-V/def2-TZVPD.

Computed properties:
- gap between HOMO and LUMO (eV) = 10.45
- structure (SMILES) = [H]/N=N/N.CCC
- energy above the lowest of the compared OMol25 structures with the same formula, charge and spin (eV) = 3.0366
- E_HOMO (eV) = -9.34
- strongest force on any atom (eV/Å) = 3.4
- energy (hartree) = -285.06623

Each line ends with the natural charge from an NBO analysis.
Cartesian coordinates (Å):
H  0.9667  -0.0395  -2.8194  0.33
N  1.1330  0.9774  -3.0147  -0.49
N  0.4213  1.6559  -2.2088  0.01
N  0.3124  2.9357  -2.3994  -0.59
H  -0.2704  3.5353  -1.8759  0.39
H  1.0096  3.3386  -3.0247  0.36
C  -1.3691  -0.8794  1.9967  -0.63
C  -0.0554  -1.5790  1.7491  -0.40
C  0.5028  -1.1099  0.4194  -0.61
H  -1.8337  -0.4140  1.0870  0.21
H  -2.0292  -1.2801  2.7818  0.22
H  -1.0765  -0.0259  2.6928  0.20
H  -0.2644  -2.7321  1.8418  0.19
H  0.5740  -1.2353  2.5307  0.20
H  -0.1748  -1.4699  -0.3280  0.20
H  0.6642  -0.0851  0.3037  0.21
H  1.4893  -1.5928  0.2678  0.20

---

# 2
Below is a structure of composition C3H11N3, with properties calculated with ωB97M-V/def2-TZVPD.

Computed properties:
- gap between HOMO and LUMO (spin up / spin down) (eV) = 7.45 / 7.00
- energy above the lowest of the compared OMol25 structures with the same formula, charge and spin (eV) = 5.9437
- E_HOMO (spin up / spin down) (eV) = -6.60 / -6.46
- strongest force on any atom (eV/Å) = 0.9
- energy (hartree) = -284.95940

Each line ends with the natural charge from an NBO analysis.
Cartesian coordinates (Å):
C  -1.6521  -0.6507  -0.2569  -0.42
N  -0.7259  0.1759  0.5424  -0.57
C  0.3185  0.9171  -0.2531  -0.27
C  -0.0496  1.6066  -1.4073  -0.52
H  -1.2450  0.8442  1.1058  0.40
H  0.9396  1.4551  0.4734  0.21
H  -2.2649  -0.0236  -0.9037  0.21
H  -1.0523  -1.3448  -0.8407  0.24
H  -2.2967  -1.2115  0.4188  0.21
H  -0.7702  1.2058  -2.1050  0.18
H  0.6299  2.3527  -1.7922  0.20
N  1.5453  -1.3484  0.2745  -0.54
N  1.1727  -1.2657  1.5564  -0.64
H  1.8748  -0.7984  2.1399  0.30
H  -0.0848  -0.5142  1.2487  0.44
H  2.5610  -1.2320  0.1646  0.32
H  1.0997  -0.1680  -0.3658  0.26

---

# 3
Below is the molecule C3H11N3 in a non-equilibrium geometry, with properties calculated with ωB97M-V/def2-TZVPD.

Computed properties:
- gap between HOMO and LUMO (eV) = 9.93
- structure (SMILES) = NCC(N)CN
- energy above the lowest of the compared OMol25 structures with the same formula, charge and spin (eV) = 1.3766
- E_HOMO (eV) = -8.99
- strongest force on any atom (eV/Å) = 3.7
- energy (hartree) = -285.12723

Each line ends with the natural charge from an NBO analysis.
Cartesian coordinates (Å):
N  1.9652  -0.3385  -0.7063  -0.86
C  1.3701  -0.2109  0.6611  -0.24
C  -0.1037  0.2541  0.6599  -0.08
N  -0.2643  1.4728  -0.2298  -0.86
C  -0.9849  -0.7686  -0.0067  -0.22
N  -2.2948  -0.4006  -0.3076  -0.83
H  1.8988  -1.2473  -1.0764  0.36
H  2.9806  -0.2330  -0.6959  0.36
H  1.6083  -1.1729  1.2682  0.18
H  1.9214  0.4667  1.2652  0.20
H  -0.4875  0.4251  1.6254  0.19
H  0.4553  2.2154  0.1030  0.36
H  0.1968  1.1384  -1.1292  0.37
H  -0.4173  -1.0071  -0.9232  0.17
H  -0.8093  -1.6744  0.5794  0.18
H  -2.8066  -0.2454  0.5776  0.35
H  -2.0727  0.5508  -0.7741  0.39

---

# 4
Below is the molecule C3H11N3 in a non-equilibrium geometry, with properties calculated with ωB97M-V/def2-TZVPD.

Computed properties:
- gap between HOMO and LUMO (eV) = 9.74
- structure (SMILES) = CNC(N)NC
- energy above the lowest of the compared OMol25 structures with the same formula, charge and spin (eV) = 0.9352
- E_HOMO (eV) = -8.71
- strongest force on any atom (eV/Å) = 2.2
- energy (hartree) = -285.14346

Each line ends with the natural charge from an NBO analysis.
Cartesian coordinates (Å):
C  2.0804  0.3721  0.4199  -0.43
N  1.2562  -0.7974  0.1036  -0.64
C  -0.0669  -0.5268  -0.2779  0.26
N  -0.2349  0.1311  -1.5658  -0.84
N  -0.7999  0.3334  0.7159  -0.66
C  -2.2295  0.3853  0.5060  -0.41
H  2.2028  1.0091  -0.4678  0.19
H  3.1161  0.0762  0.6712  0.20
H  1.6921  0.9586  1.2721  0.18
H  1.2859  -1.4726  0.8711  0.36
H  -0.4825  -1.5375  -0.4007  0.15
H  0.2863  -0.4800  -2.2167  0.37
H  0.1741  1.0619  -1.4306  0.36
H  -0.6448  0.0456  1.6808  0.35
H  -2.5063  0.9192  -0.4231  0.21
H  -2.7078  -0.6143  0.4547  0.16
H  -2.6693  0.9800  1.3254  0.20

---

Q: The lowest energy above the lowest of the compared OMol25 structures with the same formula, charge and spin belongs to which entry?
A: number 4

---

Copy entry 1 word for word.
Below is a cluster of 2 separate species, C3H11N3 in total in a non-equilibrium geometry, with properties calculated with ωB97M-V/def2-TZVPD.

Computed properties:
- gap between HOMO and LUMO (eV) = 10.45
- structure (SMILES) = [H]/N=N/N.CCC
- energy above the lowest of the compared OMol25 structures with the same formula, charge and spin (eV) = 3.0366
- E_HOMO (eV) = -9.34
- strongest force on any atom (eV/Å) = 3.4
- energy (hartree) = -285.06623

Each line ends with the natural charge from an NBO analysis.
Cartesian coordinates (Å):
H  0.9667  -0.0395  -2.8194  0.33
N  1.1330  0.9774  -3.0147  -0.49
N  0.4213  1.6559  -2.2088  0.01
N  0.3124  2.9357  -2.3994  -0.59
H  -0.2704  3.5353  -1.8759  0.39
H  1.0096  3.3386  -3.0247  0.36
C  -1.3691  -0.8794  1.9967  -0.63
C  -0.0554  -1.5790  1.7491  -0.40
C  0.5028  -1.1099  0.4194  -0.61
H  -1.8337  -0.4140  1.0870  0.21
H  -2.0292  -1.2801  2.7818  0.22
H  -1.0765  -0.0259  2.6928  0.20
H  -0.2644  -2.7321  1.8418  0.19
H  0.5740  -1.2353  2.5307  0.20
H  -0.1748  -1.4699  -0.3280  0.20
H  0.6642  -0.0851  0.3037  0.21
H  1.4893  -1.5928  0.2678  0.20

---

Q: Among the records above, which one has the lowest energy above the lowest of the compared OMol25 structures with the same formula, charge and spin?
A: number 4

---

Q: energy above the lowest of the compared OMol25 structures with the same formula, charge and spin of number 4 (C3H11N3)?
A: 0.9352 eV